Below is a structure of composition C30H30IrN7O4S6Se at a distorted geometry, with properties calculated with ωB97M-V with the def2-TZVPD basis set.

Atoms and positions in Å:
Ir (0.4881, -0.7138, 0.1637)
O (4.9040, 0.3746, 5.5715)
C (4.1848, 0.1820, 4.6406)
S (3.0035, 1.3663, 4.0652)
C (2.3537, 0.4005, 2.7525)
C (2.8736, -0.8535, 2.5749)
S (2.3476, -1.9928, 1.4182)
S (4.1681, -1.3080, 3.6813)
S (1.0777, 1.0735, 1.8477)
Se (0.7593, -1.6219, -2.1278)
C (1.4837, -3.3596, -2.4619)
C (2.7361, -3.4713, -3.0566)
C (3.1763, -4.7275, -3.4348)
N (2.4765, -5.8325, -3.2479)
C (1.2970, -5.7258, -2.6650)
C (0.7474, -4.5200, -2.2630)
H (3.3343, -2.5932, -3.2383)
H (4.1303, -4.8538, -3.9287)
H (0.7554, -6.6522, -2.5288)
H (-0.2470, -4.4793, -1.8486)
S (-2.4344, -1.1978, -2.8225)
C (-3.4531, -0.5110, -1.7252)
N (-3.8812, -1.2552, -0.6332)
C (-4.7919, -0.7861, 0.2334)
C (-5.3440, 0.4447, 0.0276)
C (-4.8226, 1.1994, -1.0492)
N (-3.9163, 0.7522, -1.8632)
H (-3.4299, -2.1513, -0.4997)
H (-5.0542, -1.4142, 1.0713)
H (-6.1054, 0.8376, 0.6782)
H (-5.1601, 2.2141, -1.2201)
O (-1.2237, 0.8703, 4.2947)
C (-1.0142, -0.3488, 4.9545)
N (-2.2754, -1.0120, 5.1676)
C (-2.9444, -1.8570, 4.3503)
O (-4.0857, -2.2038, 4.5740)
C (-2.1973, -2.4149, 3.1761)
C (-2.1191, -3.7923, 2.9882)
C (-1.4664, -4.2710, 1.8645)
C (-0.9266, -3.3667, 0.9695)
N (-1.0456, -2.0488, 1.1175)
C (-1.6750, -1.5856, 2.1959)
H (-0.5674, 1.0183, 3.5990)
H (-0.5738, -0.1575, 5.9450)
H (-0.3491, -1.0125, 4.3916)
H (-2.8514, -0.6176, 5.9000)
H (-2.5682, -4.4625, 3.7043)
H (-1.3789, -5.3285, 1.6765)
H (-0.3884, -3.6943, 0.0938)
H (-1.8010, -0.5137, 2.2563)
C (2.4376, 4.3988, 0.2845)
C (1.1475, 5.1268, -0.0746)
C (0.3194, 4.3219, -1.0661)
N (-0.1634, 3.1207, -0.4195)
C (-0.9673, 2.1747, -0.8925)
S (-1.5997, 1.0423, 0.1896)
N (-1.3600, 2.1362, -2.1905)
C (-0.6115, 2.3725, -3.3454)
O (-1.1743, 2.6051, -4.3853)
C (0.8666, 2.2520, -3.2337)
C (1.5142, 1.4943, -2.2622)
C (2.8886, 1.3548, -2.2742)
C (3.6433, 1.9801, -3.2522)
C (3.0112, 2.7424, -4.2235)
C (1.6355, 2.8634, -4.2259)
H (3.0203, 4.9864, 0.9887)
H (3.0401, 4.2247, -0.6042)
H (2.2228, 3.4344, 0.7381)
H (1.3837, 6.0886, -0.5295)
H (0.5644, 5.3123, 0.8294)
H (0.9558, 4.0813, -1.9229)
H (-0.5395, 4.8992, -1.4233)
H (0.0927, 3.0098, 0.5556)
H (-2.2826, 1.7042, -2.3494)
H (0.9576, 0.9802, -1.4818)
H (3.3596, 0.7405, -1.5207)
H (4.7165, 1.8648, -3.2617)
H (3.5908, 3.2322, -4.9898)
H (1.1243, 3.4299, -4.9876)

Results
⟨S²⟩: 6.0340
multiplicity: 5
E_LUMO (alpha / beta): -0.015 / -0.089 Eh
Kohn-Sham gap (alpha / beta): 6.36 / 5.34 eV
electronic energy: -6740.35128 hartree